No. 1
C30H53N10O11 | wB97M-V/def2-TZVPD

* charge: +1
* highest occupied orbital energy: -0.3380 Ha
* M: 729.8 g mol⁻¹
* gap between HOMO and LUMO: 0.1391 Eh

Cartesian coordinates (Å):
H 0.370 -4.681 -3.579
H -1.320 2.693 9.041
H -2.123 1.837 4.939
C -0.533 -2.909 0.659
H -1.759 1.559 2.109
H -4.129 0.342 3.384
H 2.342 -1.339 -0.731
H 3.104 4.329 -1.170
N -2.729 3.511 -1.737
C -5.812 1.151 4.656
C -0.693 -0.725 -0.586
H 1.575 1.489 2.045
H -4.566 2.928 8.717
H 0.910 -0.302 -5.812
H 5.375 -7.435 -3.441
C 0.623 0.642 -5.717
H -0.345 6.413 2.057
C -4.685 1.095 3.721
C 3.552 -7.043 -2.414
O -0.136 0.036 -3.701
O 1.634 1.911 -0.858
N 0.743 -1.027 1.501
H -2.425 0.734 -0.166
N -0.431 4.587 1.972
H 1.850 -2.928 -0.342
H 0.216 -3.739 1.073
C 0.016 -4.367 -4.502
H -1.193 -1.289 2.923
C 3.633 -2.290 -4.253
H 6.629 -4.237 -4.187
C -4.686 2.476 3.023
C 5.622 -6.270 -1.632
O -1.363 3.896 2.268
C -0.908 0.977 1.450
N -3.662 2.472 6.707
H 1.096 -2.403 -1.781
C -2.563 4.210 -3.025
C 5.810 -3.533 -4.400
C 1.504 -2.054 -0.683
N -1.137 -3.419 -4.065
C -6.230 2.664 4.581
H -1.072 -2.945 1.428
N -0.293 0.809 -4.671
H -0.692 1.883 0.915
C -0.637 -0.572 3.402
H 6.308 -2.500 -6.119
H -0.318 -5.286 -5.106
H -4.058 2.703 2.258
H -2.935 3.652 -3.896
H -7.160 3.184 5.186
C -1.706 0.075 0.426
C -0.717 5.870 1.222
N 1.869 2.957 -1.466
O 1.654 3.008 -2.635
N 5.621 -2.628 -5.424
H 1.271 1.356 -5.442
C 0.058 0.103 2.226
O 0.734 4.209 2.051
H 4.417 -1.120 -6.336
H 1.648 4.879 -0.425
N -5.575 3.262 3.594
H -1.190 0.167 4.129
C 1.203 0.932 2.873
C -2.426 2.185 5.988
H -2.324 -0.676 0.850
O -1.133 -3.104 -2.901
H -1.669 6.249 1.224
H 2.484 -1.801 -4.099
O 1.519 -1.791 2.099
C -2.022 2.643 8.279
H 2.151 -5.780 -0.929
H 2.680 3.800 0.186
H -1.702 4.558 -3.448
O -1.167 1.608 -4.818
H -6.273 0.559 5.360
C 3.291 -6.023 -1.337
C 4.596 -5.617 -0.761
C 0.287 -1.669 0.272
H 1.922 0.495 3.203
H -0.074 5.612 0.268
H -1.062 -3.324 -0.225
H -3.049 5.092 -3.020
O -1.714 2.937 -1.274
O -1.894 -2.929 -4.880
C 2.319 4.162 -0.696
H 1.061 1.626 3.495
C 4.560 -3.402 -3.686
H 4.805 -4.881 -0.015
H -0.133 -1.348 3.922
H -5.601 4.183 3.379
H 0.185 0.794 -6.625
H 0.609 -3.869 -5.094
C -3.546 2.720 8.062
N 4.951 -7.034 -2.547
H 4.276 -4.114 -2.773
O -3.846 3.681 -1.227
H 6.641 -6.102 -1.723
H 2.939 -7.516 -3.111
H -0.282 0.016 -0.973
H -1.181 -1.354 -1.189
H -0.327 2.125 6.774
H -4.604 2.729 6.218
C -1.355 2.382 6.948
C 4.540 -1.749 -5.392

***

No. 2
C4H7NO2 | wB97M-V/def2-TZVPD

* charge: 0
* highest occupied orbital energy: -0.3218 Ha
* M: 101.1 g mol⁻¹
* gap between HOMO and LUMO: 0.3561 Eh

Cartesian coordinates (Å):
H 1.412 -0.780 -1.261
N 0.417 0.579 1.230
C 0.436 -0.776 -0.775
H -0.733 2.468 -0.356
O -0.565 -1.459 -1.508
C 0.048 0.522 -0.133
H 0.603 2.207 2.159
H -0.663 1.404 -1.889
H 0.499 -2.967 -0.445
C -0.476 1.527 -0.828
H -0.818 -2.091 0.502
H 0.096 -0.248 1.726
O -0.160 1.676 1.893
C -0.097 -2.063 -0.315

***

No. 3
C8H10IN3O2 | wB97M-V/def2-TZVPD

* charge: 0
* highest occupied orbital energy: -0.3081 Ha
* M: 307.1 g mol⁻¹
* gap between HOMO and LUMO: 0.3119 Eh

Cartesian coordinates (Å):
C -1.939 -0.298 -0.933
C 0.732 -0.261 -1.718
H -3.755 -0.088 -1.436
H -1.638 0.698 -1.010
C -0.605 1.672 1.002
O 3.721 -0.775 2.068
C -0.735 -1.469 1.161
O 2.032 -0.153 3.330
N -3.101 -0.804 -1.087
H 1.778 1.535 -2.123
C -1.078 0.691 1.793
C 2.013 0.403 -2.077
N 0.349 -0.305 -0.596
H -2.093 0.994 2.236
C 3.082 -0.317 2.852
H 2.374 0.192 -3.068
N -0.876 -0.601 2.065
H -0.685 -2.557 1.248
H 2.688 0.170 -1.261
H -0.810 -2.008 -0.944
H 0.224 -0.803 -2.563
I -1.251 3.617 1.389
H 0.413 1.587 0.047
C -0.841 -1.118 -0.374

***

No. 4
C46H39FFeI2N6O9PS | wB97M-V/def2-TZVPD

* <S²>: 1.0897
* charge: 0
* highest occupied orbital energy (alpha / beta): -0.2907 / -0.2901 Ha
* M: 1211.5 g mol⁻¹
* 2S+1: 2
* gap between HOMO and LUMO (alpha / beta): 0.2570 / 0.2762 Eh

Cartesian coordinates (Å):
H 0.227 4.636 -2.408
H 2.427 -3.169 -4.835
O -7.586 -4.605 -2.628
H 1.709 4.077 0.720
C 0.484 -1.789 3.665
C 0.018 -2.574 -1.930
H 4.181 5.820 -2.298
H 6.086 -2.782 -0.544
H 2.490 -1.294 4.173
C -1.228 -4.543 -0.549
N -0.739 -2.239 -0.860
N -1.117 1.928 -1.463
H 0.043 2.424 4.753
H -3.127 1.387 -1.644
C 0.541 -1.448 -2.601
C 0.567 -1.128 2.331
C 1.730 -3.020 -4.021
H 3.958 -2.633 -1.811
H 2.331 -0.873 -1.254
C 1.603 -1.822 4.497
H -2.701 3.201 -3.901
N -1.810 4.199 -2.301
I 2.358 -0.100 -4.570
O -2.173 -0.016 3.244
C 0.975 2.463 4.205
C -6.971 -3.721 -2.082
C 1.427 -1.692 -3.619
O 1.686 -0.810 1.929
C -0.708 -3.178 5.248
H -6.413 -0.349 -1.942
O -1.765 -2.473 3.255
C 5.654 -1.075 0.679
O -4.434 -3.432 0.437
O 0.149 -0.273 -2.174
P 2.321 1.261 0.571
C -7.071 -2.297 -2.381
C 2.096 3.063 4.764
C -1.353 -3.184 -0.196
H 4.416 1.622 -1.526
C 1.162 -4.096 -3.407
H -1.163 4.973 -0.475
H 4.153 3.609 4.479
C 2.454 3.965 -0.061
Fe -0.543 -0.149 -0.416
C 0.410 -3.197 6.061
H -1.963 -2.887 0.647
N -6.051 -3.978 -1.069
N -0.553 -0.981 1.554
C 3.360 2.568 2.783
H -5.905 -4.950 -0.835
H -2.118 2.332 0.329
C -1.832 4.201 -0.856
C 3.001 2.701 -0.323
C 1.049 1.892 2.945
H 0.178 1.419 2.515
H 5.158 3.602 -2.778
C 5.374 -1.999 -0.319
C -6.352 -1.402 -1.709
C -0.042 2.452 -2.308
I 1.649 -6.008 -4.060
H -1.622 -3.689 5.516
H -0.434 2.885 0.256
H -0.288 -5.934 -1.860
H -2.843 4.406 -0.504
C 3.981 2.587 -1.301
C 2.251 1.927 2.236
C -0.655 -2.464 4.061
H 6.584 -1.134 1.229
C -4.624 -0.773 -0.078
H 4.278 2.659 2.215
H 2.439 -2.529 6.334
C 4.180 -1.924 -1.024
C 4.742 -0.072 0.978
C -3.273 -0.725 -0.777
C 3.286 3.121 4.053
C -0.483 3.904 -2.786
C 2.873 5.079 -0.764
H -1.773 -5.288 0.013
H -0.476 3.932 -3.875
O -3.130 -1.241 -1.870
C -5.263 -3.077 -0.374
C -1.356 2.787 -0.304
F -7.906 -1.935 -3.359
H 0.380 -3.751 6.990
C 4.398 3.708 -2.015
H -2.136 1.066 -3.066
C -0.415 -4.895 -1.586
S -2.016 -1.136 2.310
H 0.114 1.799 -3.152
N -5.502 -1.756 -0.682
H -5.104 0.205 -0.145
C -2.729 3.208 -2.812
C 1.570 -2.513 5.692
O 0.944 0.999 -0.026
H 4.975 0.643 1.755
C -2.330 1.770 -2.260
C 3.847 4.949 -1.750
C 3.542 -0.005 0.279
H -4.487 -1.010 0.975
H 2.038 3.499 5.753
H 2.449 6.051 -0.542
H 0.869 2.503 -1.740
H -3.743 3.442 -2.486
C 0.263 -3.894 -2.321
O -2.383 -0.083 -0.098
C 3.263 -0.932 -0.717